# 1
ORCA calculation (ωB97M-V with the def2-TZVPD basis set) on C20H29OReSi as an isolated structure in a non-equilibrium geometry.

strongest force on any atom: 3.1 eV/A
gap between HOMO and LUMO (alpha / beta): 0.1744 / 0.1918 Eh
multiplicity: 4
⟨S²⟩: 3.7683
electronic energy: -1222.3064 Eh
charge: -1

Cartesian coordinates (Å):
Re -0.31 -0.09 -0.31
C -2.29 0.63 0.67
C -1.63 0.76 1.94
C -0.62 1.74 1.84
H -1.88 0.21 2.85
C -0.68 2.31 0.52
C -1.73 1.65 -0.21
H -2.14 1.97 -1.17
H -3.18 0.05 0.46
H 0.05 2.06 2.63
H -0.12 3.17 0.17
C -0.48 -1.86 -1.53
C -1.36 -0.83 -2.02
C -0.53 0.28 -2.46
H -2.43 -0.91 -2.14
C 0.84 -0.07 -2.22
C 0.87 -1.39 -1.64
H 1.77 -1.95 -1.41
H -0.77 -2.85 -1.19
H -0.86 1.17 -2.97
H 1.70 0.53 -2.51
O 1.38 0.76 0.32
C 3.11 2.60 -1.19
C 3.41 2.01 0.12
C 2.22 3.77 -1.30
C 3.89 2.18 -2.38
C 2.77 0.63 0.41
H 3.09 2.70 0.91
H 4.49 1.86 0.20
H 3.15 -0.14 -0.28
H 2.98 0.33 1.45
H 2.76 4.71 -1.08
H 1.38 3.70 -0.60
H 1.82 3.86 -2.32
H 4.82 2.78 -2.46
H 3.32 2.36 -3.30
H 4.18 1.12 -2.34
C -2.08 -4.68 3.51
Si -2.87 -3.68 2.15
C -3.75 -4.72 0.86
C -4.15 -2.50 2.88
C -1.58 -2.63 1.33
C -0.93 -1.72 0.78
H -2.79 -5.40 3.95
H -1.72 -4.02 4.31
H -1.21 -5.23 3.13
H -4.45 -5.44 1.32
H -4.33 -4.08 0.18
H -3.04 -5.28 0.25
H -3.68 -1.80 3.59
H -4.62 -1.90 2.08
H -4.94 -3.04 3.41

---

# 2
ORCA calculation (ωB97M-V with the def2-TZVPD basis set) on a 6-piece molecular cluster, C20H30F2O18 overall in a non-equilibrium geometry.

strongest force on any atom: 1.9 eV/A
gap between HOMO and LUMO: 0.3907 Eh
SMILES: O=C1OC[C@@H](F)O1.O=C1OC[C@@H](F)O1.CCOC(=O)OC.CCOC(=O)OC.O=C1OCCO1.O=C1OCCO1
electronic energy: -2334.2091 Eh

Cartesian coordinates (Å):
O -4.39 -1.61 1.45
C -5.16 -0.76 1.72
O -4.83 0.46 2.18
C -6.01 1.24 2.39
C -7.15 0.26 2.15
F -8.05 0.74 1.26
O -6.51 -0.87 1.60
H -6.03 1.70 3.37
H -6.02 2.02 1.62
H -7.67 -0.07 3.05
O -3.54 -0.27 -2.19
C -3.03 -1.23 -2.66
O -3.61 -2.44 -2.74
C -2.69 -3.37 -3.30
C -1.50 -2.51 -3.75
F -1.38 -2.45 -5.11
O -1.81 -1.24 -3.26
H -2.35 -4.09 -2.56
H -3.17 -3.89 -4.13
H -0.56 -2.84 -3.32
C 6.01 0.01 -1.28
C 6.55 -1.00 -0.31
O 5.54 -1.91 0.14
C 5.23 -2.90 -0.71
O 5.73 -3.10 -1.77
O 4.30 -3.72 -0.20
C 3.68 -3.39 1.02
H 5.56 -0.47 -2.16
H 6.73 0.77 -1.57
H 5.18 0.57 -0.84
H 6.91 -0.53 0.60
H 7.41 -1.54 -0.72
H 2.76 -3.97 1.12
H 3.36 -2.34 1.10
H 4.32 -3.56 1.88
C 0.56 1.57 -2.65
C -0.65 2.17 -1.96
O -0.22 3.32 -1.24
C -1.08 4.02 -0.52
O -2.26 3.83 -0.44
O -0.47 5.01 0.17
C 0.94 5.04 0.15
H 0.81 2.21 -3.51
H 0.31 0.59 -3.03
H 1.46 1.58 -2.04
H -1.02 1.45 -1.23
H -1.46 2.40 -2.65
H 1.39 4.07 0.28
H 1.33 5.71 0.93
H 1.35 5.59 -0.71
O 0.10 -3.91 -0.86
C -0.31 -3.04 -0.16
O -1.26 -2.16 -0.55
C -1.29 -1.05 0.36
C -0.67 -1.65 1.62
O 0.01 -2.84 1.13
H -0.78 -0.20 -0.09
H -2.33 -0.76 0.52
H -1.47 -2.04 2.24
H 0.06 -1.04 2.13
O 2.47 0.82 0.62
C 1.95 1.41 1.50
O 2.63 1.88 2.58
C 1.73 2.21 3.63
C 0.33 1.85 3.06
O 0.62 1.57 1.69
H 1.98 1.66 4.53
H 1.80 3.28 3.84
H -0.23 2.78 3.06
H -0.16 0.99 3.52

---

# 3
ORCA calculation (ωB97M-V with the def2-TZVPD basis set) on C20H30IrN5SSi as an isolated structure.

strongest force on any atom: 0.9 eV/A
gap between HOMO and LUMO: 0.2706 Eh
electronic energy: -1845.4503 Eh
charge: +2

Cartesian coordinates (Å):
Ir -1.20 -0.87 1.03
C 1.42 4.15 -0.14
Si 2.32 2.86 -1.16
C 1.40 2.53 -2.75
C 4.11 3.28 -1.42
C 2.26 1.22 -0.16
C 3.42 0.53 0.18
C 3.38 -0.66 0.90
C 2.16 -1.17 1.26
N 1.03 -0.53 0.94
C 1.08 0.62 0.27
S -0.55 1.21 0.04
H 1.60 5.14 -0.56
H 1.77 4.15 0.89
H 0.34 3.98 -0.15
H 1.50 3.37 -3.43
H 0.34 2.37 -2.57
H 1.80 1.64 -3.26
H 4.19 4.22 -1.96
H 4.63 2.52 -2.00
H 4.64 3.40 -0.47
H 4.38 0.93 -0.12
H 4.29 -1.19 1.18
H 2.07 -2.09 1.82
N -2.57 0.45 2.09
C -1.94 1.26 3.16
C -1.56 0.44 4.37
C -0.46 -0.55 4.10
N -0.89 -1.57 3.10
H -2.92 1.08 1.38
H -3.38 -0.06 2.45
H -2.63 2.05 3.46
H -1.06 1.73 2.73
H -2.45 -0.08 4.76
H -1.22 1.12 5.15
H -0.17 -1.05 5.03
H 0.42 -0.05 3.70
H -1.74 -2.02 3.43
H -0.18 -2.29 3.05
N -0.74 -2.98 0.36
C -0.81 -3.01 -1.08
C -0.19 -3.95 -1.85
C -0.34 -3.92 -3.26
C -1.11 -2.96 -3.85
C -1.76 -1.98 -3.07
C -2.58 -0.96 -3.61
C -3.20 -0.08 -2.77
C -2.97 -0.17 -1.39
N -2.18 -1.08 -0.85
C -1.60 -2.01 -1.67
H 0.10 -3.44 0.69
H -1.53 -3.49 0.75
H 0.40 -4.73 -1.39
H 0.13 -4.69 -3.85
H -1.24 -2.95 -4.93
H -2.70 -0.90 -4.68
H -3.86 0.69 -3.15
H -3.44 0.53 -0.71

---

# 4
ORCA calculation (ωB97M-V with the def2-TZVPD basis set) on C20H30KO15 as an isolated structure in a non-equilibrium geometry.

strongest force on any atom: 7.7 eV/A
gap between HOMO and LUMO: 0.2963 Eh
electronic energy: -2508.3958 Eh
charge: +1

Cartesian coordinates (Å):
K 0.41 -5.70 8.21
C -3.27 5.56 9.43
C -2.01 4.64 9.48
C -1.73 4.08 10.85
O -1.41 2.67 10.65
C -1.85 2.36 9.36
O -2.07 1.23 8.91
O -2.17 3.53 8.68
H -3.50 5.83 8.40
H -3.14 6.51 9.96
H -4.13 5.08 9.89
H -1.19 5.28 9.16
H -2.53 4.20 11.56
H -0.86 4.66 11.16
C 7.41 -4.06 1.87
C 7.45 -5.30 2.82
C 7.63 -4.89 4.32
O 6.67 -5.71 5.03
C 5.90 -6.29 4.09
O 5.02 -7.04 4.30
O 6.21 -5.82 2.92
H 8.25 -3.37 1.99
H 6.52 -3.45 1.97
H 7.53 -4.34 0.82
H 8.30 -5.91 2.52
H 7.38 -3.87 4.58
H 8.58 -5.23 4.73
C 5.44 4.87 10.56
C 5.99 3.49 10.12
C 6.60 2.67 11.29
O 6.07 1.44 11.19
C 5.05 1.43 10.38
O 4.42 0.43 10.08
O 4.91 2.63 9.89
H 6.27 5.56 10.74
H 4.82 4.85 11.45
H 4.85 5.23 9.72
H 6.69 3.55 9.28
H 6.54 3.08 12.30
H 7.68 2.55 11.24
C -2.41 1.90 1.37
C -1.25 0.90 1.09
C 0.18 1.48 1.36
O 0.75 0.38 2.07
C -0.08 -0.54 2.32
O 0.12 -1.61 2.96
O -1.24 -0.19 1.98
H -2.31 2.32 2.37
H -3.36 1.37 1.33
H -2.36 2.72 0.66
H -1.33 0.39 0.13
H 0.08 2.34 2.03
H 0.71 1.58 0.42
C -8.04 -9.80 1.25
C -6.68 -9.12 1.05
C -6.83 -7.67 0.86
O -5.77 -7.07 1.50
C -5.44 -7.85 2.44
O -4.88 -7.52 3.47
O -6.06 -9.05 2.28
H -8.70 -9.41 2.02
H -7.82 -10.81 1.61
H -8.41 -9.95 0.23
H -6.02 -9.47 0.26
H -7.79 -7.26 1.20
H -6.92 -7.40 -0.20